Record 1
Below is one molecule with the formula C5H10N2O, with properties calculated with ωB97M-V/def2-TZVPD.

**ΔE to the lowest compared entry with this formula, charge and spin**: 4.514 eV
**Structure (SMILES)**: C=C/C(=N/O)N(C)C
**Kohn-Sham gap**: 9.456 eV
**Highest occupied orbital energy**: -8.7 eV
**E_tot**: -10370.792 eV
**LUMO**: 0.80 eV

Geometry as XYZ:
```
18
C5H10N2O | OMol25 | ωB97M-V/def2-TZVPD
C 0.32 1.15 2.40
C 0.41 1.73 1.16
C 0.15 0.85 -0.04
N 0.06 1.44 -1.19
O -0.36 0.53 -2.15
N -0.06 -0.56 0.19
C -1.28 -1.04 -0.50
C 1.05 -1.40 -0.26
H -0.05 0.04 2.40
H 0.41 1.79 3.29
H 0.90 2.80 1.17
H -0.58 0.99 -2.97
H -2.06 -0.37 -0.32
H -1.13 -1.03 -1.66
H -1.48 -2.02 -0.13
H 0.99 -1.36 -1.34
H 2.03 -1.06 0.05
H 0.70 -2.48 -0.10
```

---

Record 2
Below is one molecule with the formula C2H2IN3OS, with properties calculated with ωB97M-V/def2-TZVPD.

**ΔE to the lowest compared entry with this formula, charge and spin**: 0.746 eV
**Structure (SMILES)**: O=c1[nH]c(=S)n(I)[nH]1
**Kohn-Sham gap**: 8.226 eV
**Highest occupied orbital energy**: -9.0 eV
**E_tot**: -27558.552 eV
**LUMO**: -0.77 eV

Geometry as XYZ:
```
10
C2H2IN3OS | OMol25 | ωB97M-V/def2-TZVPD
O 1.53 0.83 -0.33
C 0.47 0.31 -0.13
N 0.15 -1.03 -0.41
C -1.04 -1.45 0.02
S -1.84 -2.81 0.05
N -1.66 0.01 0.75
I -3.52 0.43 -0.08
N -0.64 0.86 0.42
H 0.80 -1.64 -0.87
H -0.61 1.78 0.84
```

---

Record 3
Below is C16H43BiClO6Si2 as an isolated structure, with properties calculated with ωB97M-V/def2-TZVPD.

**ΔE to the lowest compared entry with this formula, charge and spin**: 1.141 eV
**Charge**: +1
**Kohn-Sham gap (alpha / beta)**: 5.317 / 4.641 eV
**Highest occupied orbital energy (alpha / beta)**: -11.8 / -11.8 eV
**E_tot**: -63674.889 eV
**LUMO (alpha / beta)**: -6.52 / -7.20 eV

Geometry as XYZ:
```
69
C16H43BiClO6Si2 | OMol25 | ωB97M-V/def2-TZVPD
O -0.48 -1.74 -1.08
O -2.85 -0.45 -5.61
C 0.42 -2.54 -1.92
C 0.91 -3.80 -1.24
H 1.25 -1.85 -2.15
H -0.13 -2.79 -2.84
H 1.39 -3.57 -0.27
H 1.67 -4.24 -1.90
H 0.11 -4.55 -1.11
C -1.63 -2.50 -0.57
C -2.54 -3.01 -1.67
H -2.13 -1.74 0.06
H -1.23 -3.31 0.06
H -3.01 -2.15 -2.17
H -3.33 -3.60 -1.19
H -2.02 -3.65 -2.40
C -3.91 0.49 -5.81
C -2.77 -1.52 -6.57
C -5.10 0.25 -4.89
H -4.27 0.46 -6.85
H -3.44 1.45 -5.58
H -5.58 -0.71 -5.09
H -5.83 1.04 -5.09
H -4.81 0.31 -3.83
C -4.02 -2.36 -6.73
H -1.94 -2.13 -6.19
H -2.50 -1.10 -7.55
H -4.35 -2.81 -5.78
H -3.78 -3.17 -7.42
H -4.85 -1.79 -7.17
H -0.76 1.01 -4.69
Bi -0.15 0.56 -0.40
C -0.31 2.03 -4.77
Si 0.72 2.31 -6.33
H -1.16 2.74 -4.77
H 0.29 2.23 -3.87
C 1.54 0.70 -6.87
C 2.06 3.60 -6.04
C -0.39 2.94 -7.72
C 2.16 -0.06 -0.47
Si 3.46 1.04 0.37
H 2.38 -0.06 -1.56
H 2.40 -1.11 -0.19
C 4.16 2.35 -0.80
C 4.88 -0.11 0.85
C 2.87 1.93 1.91
H 0.22 3.24 -8.60
H -0.97 3.81 -7.40
H -1.10 2.16 -8.06
H 2.33 0.40 -6.16
H 2.02 0.82 -7.86
H 0.82 -0.12 -6.94
H 2.62 3.41 -5.11
H 1.63 4.61 -5.98
H 2.79 3.59 -6.87
H 5.06 -0.82 0.03
H 4.64 -0.70 1.74
H 5.84 0.40 1.05
H 2.52 1.23 2.68
H 2.04 2.63 1.73
H 3.68 2.52 2.36
H 5.05 2.86 -0.40
H 3.43 3.13 -1.04
H 4.47 1.90 -1.76
O -1.13 0.78 3.34
Cl -1.49 -0.13 2.27
O -1.98 -1.40 2.86
O -2.13 0.24 0.03
O -0.07 -0.49 1.60
```

---

Record 4
Below is a 9-piece molecular cluster, C30H85N7O9 overall, with properties calculated with ωB97M-V/def2-TZVPD.

**ΔE to the lowest compared entry with this formula, charge and spin**: 0.702 eV
**Structure (SMILES)**: COC[C@H](C)N.COC[C@H](C)N.COC[C@H](C)N.COC[C@H](C)N.COC[C@H](C)N.COC[C@H](C)N.COC[C@H](C)N.CO.CO
**Kohn-Sham gap**: 9.238 eV
**Highest occupied orbital energy**: -9.0 eV
**E_tot**: -61341.583 eV
**LUMO**: 0.25 eV

Geometry as XYZ:
```
131
C30H85N7O9 | OMol25 | ωB97M-V/def2-TZVPD
C 2.22 -2.40 -3.04
O 1.71 -2.77 -4.28
C 2.72 -3.09 -5.22
C 2.09 -3.36 -6.57
C 1.14 -4.54 -6.51
N 3.09 -3.60 -7.62
H 2.98 -3.12 -2.67
H 1.42 -2.47 -2.30
H 2.66 -1.40 -3.03
H 3.41 -2.23 -5.27
H 3.28 -3.97 -4.88
H 1.46 -2.50 -6.84
H 0.21 -4.38 -5.97
H 1.64 -5.43 -6.10
H 0.85 -4.84 -7.52
H 3.46 -4.53 -7.45
H 3.89 -3.00 -7.45
C -5.86 -3.12 1.97
O -4.70 -2.85 2.72
C -4.66 -1.56 3.30
C -4.34 -0.46 2.30
C -2.94 -0.61 1.72
N -4.54 0.89 2.85
H -5.61 -3.86 1.21
H -6.29 -2.24 1.49
H -6.62 -3.60 2.61
H -5.65 -1.37 3.76
H -3.92 -1.59 4.10
H -5.04 -0.57 1.47
H -2.10 -0.22 2.29
H -2.97 -0.15 0.73
H -2.76 -1.68 1.55
H -5.53 1.09 2.90
H -4.13 0.98 3.77
C 0.35 3.35 1.74
O 0.46 2.44 0.67
C 1.41 1.42 0.87
C 1.48 0.48 -0.31
C 0.13 -0.15 -0.59
N 2.44 -0.59 -0.09
H 1.35 3.79 1.87
H -0.12 2.97 2.65
H -0.29 4.14 1.33
H 2.41 1.87 1.00
H 1.19 0.86 1.80
H 1.77 1.06 -1.18
H -0.68 0.55 -0.81
H -0.27 -0.72 0.26
H 0.16 -0.83 -1.44
H 3.38 -0.22 0.00
H 2.27 -1.05 0.80
C -3.66 -2.32 -1.59
O -2.28 -2.44 -1.78
C -1.74 -3.66 -1.28
C -1.90 -4.75 -2.33
C -1.39 -6.09 -1.87
N -1.19 -4.45 -3.58
H -4.24 -3.11 -2.08
H -4.02 -1.39 -2.04
H -3.94 -2.22 -0.54
H -0.71 -3.42 -1.03
H -2.25 -3.92 -0.34
H -2.96 -4.86 -2.56
H -0.33 -6.04 -1.62
H -1.51 -6.87 -2.62
H -1.90 -6.46 -0.96
H -1.45 -3.50 -3.87
H -0.19 -4.36 -3.41
C 0.29 3.97 5.40
O -0.88 4.71 5.20
C -2.01 3.90 4.95
C -3.21 4.80 4.63
C -3.77 5.44 5.87
N -4.25 4.12 3.88
H 0.55 3.19 4.68
H 0.31 3.49 6.39
H 1.12 4.68 5.50
H -1.86 3.28 4.07
H -2.28 3.29 5.82
H -2.84 5.60 3.99
H -4.52 6.20 5.65
H -2.96 5.90 6.45
H -4.30 4.73 6.52
H -4.42 3.16 4.13
H -4.00 4.00 2.90
C 1.33 3.50 -2.40
O 1.70 4.39 -3.42
C 0.71 4.50 -4.42
C 0.96 5.73 -5.27
C 2.24 5.54 -6.07
N 1.07 6.94 -4.40
H 0.46 3.86 -1.85
H 2.17 3.40 -1.71
H 1.13 2.48 -2.76
H 0.73 3.61 -5.07
H -0.30 4.48 -3.98
H 0.09 5.84 -5.93
H 2.21 4.60 -6.63
H 3.09 5.44 -5.40
H 2.37 6.29 -6.85
H 2.05 7.22 -4.45
H 0.94 6.66 -3.44
C 1.33 -1.91 3.42
O 0.83 -2.91 2.56
C 1.26 -4.22 2.85
C 2.01 -4.86 1.69
C 1.22 -4.72 0.39
N 2.14 -6.31 1.97
H 1.47 -0.99 2.86
H 2.28 -2.16 3.89
H 0.59 -1.75 4.22
H 1.88 -4.22 3.75
H 0.40 -4.87 3.05
H 3.00 -4.43 1.50
H 1.05 -3.66 0.20
H 0.28 -5.26 0.50
H 1.78 -5.03 -0.50
H 2.96 -6.49 2.54
H 2.28 -6.78 1.08
C 5.39 -1.08 1.75
O 4.60 0.11 1.92
H 5.31 -1.70 2.66
H 4.97 -1.59 0.89
H 6.46 -0.92 1.62
H 4.98 0.57 2.67
C 2.28 7.41 3.18
O 3.04 7.47 1.95
H 2.93 7.46 4.06
H 1.60 8.27 3.14
H 1.75 6.47 3.13
H 3.62 8.23 2.00
```

---

| no. | maximum force (eV Å⁻¹) |
| --- | --- |
| 1 | 2.7 |
| 2 | 3.7 |
| 3 | 3.9 |
| 4 | 2.0 |